# C38H61As2I3N4O8PSiV

C38H61As2I3N4O8PSiV as an isolated structure (ωB97M-V/def2-TZVPD, the OMol25 dataset).

XYZ file:
```
119
Properties=species:S:1:pos:R:3:forces:R:3:mulliken_spin:R:1
V 9.5741 13.8410 11.2184 -0.2 -1.1 -0.3 1.281
I 9.2499 15.1778 14.1845 -0.1 0.3 0.2 0.095
C 10.3923 15.8269 15.7776 -0.7 -1.1 -0.5 0.825
I 11.5515 15.3873 10.8967 0.5 0.1 0.0 -0.006
H 10.2598 15.0614 16.5556 0.7 1.2 0.1 0.008
H 10.7051 16.8649 15.7372 0.1 -0.3 0.5 0.066
C 10.7125 13.2867 7.7394 0.7 0.4 -0.5 -0.024
Si 9.2325 13.9935 8.6409 -0.1 0.4 0.3 -0.146
C 8.8928 15.7681 8.1456 0.7 1.1 1.2 -0.007
C 7.6861 13.2204 7.9274 -0.7 -1.2 -0.2 -0.003
C 7.0679 12.0944 8.5115 -0.8 0.6 -0.5 -0.010
C 5.8099 11.6716 8.0780 -0.5 -0.3 0.2 0.001
C 5.1654 12.2835 6.9822 1.0 -0.4 0.5 -0.001
C 5.8392 13.3135 6.3057 -0.3 -0.2 -0.1 -0.001
C 7.0622 13.7822 6.7875 0.6 -0.1 -0.3 -0.010
H 10.7115 13.5076 6.6486 -0.2 -0.2 0.6 -0.003
H 10.7592 12.2125 7.8827 0.0 -0.3 0.0 0.013
H 11.6462 13.7063 8.1395 -0.2 -0.1 0.0 0.003
H 9.1591 15.9593 7.1100 0.4 0.1 -0.1 0.002
H 9.4675 16.4619 8.8319 -0.6 -0.5 -1.0 0.017
H 7.8363 16.0352 8.2344 0.1 -0.2 0.2 -0.008
H 7.4856 11.5431 9.3487 0.3 0.4 0.1 0.015
H 5.3199 10.8557 8.6723 0.3 0.7 -0.9 0.000
H 4.2292 11.8562 6.6380 0.0 0.3 0.0 0.000
H 5.4187 13.7497 5.3802 0.2 -0.3 0.7 0.000
H 7.6084 14.5463 6.1857 -0.7 -0.5 0.8 0.000
I 7.1733 14.7084 11.3614 -0.2 0.0 -0.1 -0.010
C 9.5997 20.8903 16.5694 -0.2 0.5 -1.0 0.000
O 9.0051 21.0379 15.2442 1.3 -0.6 0.7 -0.001
C 9.7812 20.4534 14.2909 -0.3 0.5 0.1 0.004
O 10.8091 19.8342 14.4981 -0.9 0.5 0.2 0.001
C 9.2103 20.6793 12.9432 0.3 0.0 0.5 0.063
C 8.6060 21.8156 12.5825 1.0 -0.7 -0.6 -0.049
As 8.3899 22.2998 10.6611 0.7 0.1 -1.5 0.115
C 10.1378 23.2804 10.4073 -1.0 -0.6 0.7 0.004
C 9.0158 20.6896 9.6460 0.2 0.5 -0.7 0.096
C 8.4716 19.5703 10.3151 -1.1 -0.7 0.5 0.628
As 9.3850 19.0083 11.9988 -0.8 -0.4 -1.5 0.010
C 11.1207 19.2054 11.1315 0.9 -0.6 -0.3 0.001
C 7.0384 19.1166 10.1812 1.3 -1.3 0.4 -0.045
O 6.3761 18.9012 11.1868 0.2 0.4 -0.9 0.096
O 6.5066 18.6416 8.9818 -0.8 0.5 -0.1 0.008
C 6.5280 19.2918 7.7081 1.1 0.6 -0.3 0.009
C 9.7962 20.7016 8.3957 -1.6 -1.1 2.8 0.016
O 10.5846 19.8273 8.0589 -0.3 0.0 -0.5 0.033
O 9.5381 21.7938 7.6611 -0.1 1.0 -2.2 0.009
C 9.7270 21.6283 6.2295 2.3 1.4 1.0 -0.001
C 8.3615 22.9540 13.5061 0.0 0.6 -0.2 0.008
O 9.1192 23.9066 13.5749 -1.0 -1.0 0.4 -0.001
O 7.1877 22.9344 14.1907 0.1 0.8 -0.3 0.000
C 6.1500 21.9634 13.9383 0.6 -0.5 0.2 0.000
H 9.0226 21.5522 17.2107 0.2 0.0 0.0 0.000
H 10.6666 21.1702 16.4824 -0.6 -0.3 0.4 0.000
H 9.4505 19.8540 16.8455 0.3 -0.2 0.4 0.000
H 10.1107 24.1078 11.1008 0.4 0.4 0.0 0.003
H 10.1169 23.5562 9.3652 0.1 0.3 -0.2 -0.002
H 10.9361 22.5603 10.5866 0.0 0.2 0.2 -0.003
H 11.2775 20.2336 10.7736 -0.1 -0.5 0.0 0.006
H 11.1928 18.4604 10.2785 -0.2 1.1 0.9 -0.009
H 11.8932 18.9490 11.8658 0.0 0.1 -0.1 0.001
H 5.7857 18.8289 7.0047 0.8 0.0 0.9 0.001
H 6.2642 20.3616 7.7579 0.0 -0.3 0.3 0.001
H 7.5665 19.2605 7.2898 -0.8 -0.2 0.1 -0.009
H 10.0683 22.6365 5.8764 -0.7 -0.8 0.0 0.000
H 8.8409 21.2821 5.7477 -0.8 -0.1 -0.2 0.000
H 10.5694 20.9486 6.0300 -0.4 0.0 0.2 0.000
H 5.2484 22.3411 14.4373 0.4 -0.1 -0.1 0.000
H 6.4656 21.0012 14.3692 -0.3 0.3 -0.1 0.000
H 5.9428 21.8099 12.8771 0.2 0.2 0.0 0.001
N 9.8549 12.1750 11.7235 0.3 0.3 -0.7 -0.135
P 10.0382 10.6253 11.9590 0.1 -0.9 0.1 0.059
N 11.1814 10.3303 13.1640 1.0 0.5 0.0 -0.006
C 11.7461 9.0162 13.5861 -0.9 0.8 -0.4 -0.001
C 11.8266 8.9723 15.1217 0.2 -0.2 0.4 0.000
C 12.4984 10.2211 15.7414 -0.4 0.1 0.7 0.000
C 12.1088 11.5729 15.0990 0.4 -0.5 0.1 0.004
C 12.0394 11.4312 13.6109 0.2 0.7 -1.5 -0.001
N 8.5893 10.0716 12.5624 0.9 -1.5 -1.0 -0.006
C 8.3330 8.6192 12.7454 0.7 0.6 0.5 0.001
C 6.8634 8.3308 12.5917 -1.0 -0.8 -0.5 -0.001
C 6.0596 9.0519 13.6862 0.5 1.0 0.1 0.000
C 6.8973 10.2121 14.2900 -1.0 0.2 0.2 0.000
C 7.7088 10.9971 13.2743 0.3 0.2 0.6 0.002
N 10.5147 9.6235 10.6468 -0.1 0.3 0.9 -0.007
C 9.5856 8.8974 9.7850 -0.6 -0.6 0.2 0.000
C 9.7167 9.2586 8.2940 1.1 -1.2 0.4 0.001
C 11.1511 8.9825 7.7617 0.6 -0.2 -0.2 0.000
C 12.1885 8.9008 8.9001 1.2 -1.9 -0.1 -0.001
C 11.9243 9.7198 10.1223 -0.6 1.4 1.1 -0.002
H 12.7442 8.8701 13.1189 -0.4 0.0 0.2 0.000
H 11.0320 8.3015 13.1838 0.3 -0.6 0.1 0.000
H 12.4269 8.1109 15.4881 -0.4 0.2 -0.5 0.000
H 10.8247 8.8298 15.5792 0.3 0.2 -0.5 0.000
H 13.5956 10.0539 15.8063 -0.6 0.3 -0.2 0.000
H 12.1024 10.2747 16.7672 0.6 -0.2 0.0 0.000
H 12.8612 12.3383 15.3213 -0.2 -0.1 0.2 0.001
H 11.1538 11.9182 15.4960 -0.1 0.0 0.0 -0.002
H 13.0613 11.2831 13.2156 -0.1 -0.2 0.1 0.000
H 11.6975 12.3381 13.0906 0.0 -0.1 0.5 0.004
H 8.6563 8.3086 13.7579 0.0 0.0 -0.3 0.000
H 8.9609 8.0804 12.0344 -0.2 -0.1 0.1 0.000
H 6.6378 7.2549 12.7346 0.5 0.3 -0.4 0.000
H 6.5268 8.5867 11.5583 0.2 0.0 0.7 0.000
H 5.9169 8.3837 14.5334 -0.5 -0.3 -0.2 0.000
H 5.0891 9.4191 13.3066 0.4 -0.2 0.2 0.000
H 7.5907 9.7690 15.0254 -0.2 0.4 -0.1 0.000
H 6.2065 10.8998 14.8349 0.7 -0.4 -0.3 0.000
H 8.2531 11.7872 13.8450 -0.1 -0.5 -0.7 0.007
H 7.1337 11.4559 12.4898 -0.7 0.6 0.1 -0.002
H 8.5480 9.1160 10.0928 0.4 0.0 0.0 0.000
H 9.7168 7.7869 9.9780 0.0 0.9 -0.5 0.000
H 9.4622 10.2913 8.1642 -0.3 0.6 -0.1 -0.001
H 9.0420 8.6133 7.7413 -0.4 0.2 -0.1 0.000
H 11.4814 9.7465 7.0366 -0.3 0.0 0.4 0.000
H 11.2168 8.0342 7.1782 -0.3 0.5 0.5 0.000
H 13.2323 9.1197 8.5606 -0.9 0.3 0.0 0.000
H 12.3611 7.8377 9.2522 -0.7 0.8 -0.4 0.000
H 12.0865 10.7805 9.9098 0.2 0.1 -0.1 0.000
H 12.6480 9.4390 10.9034 -0.3 0.1 -0.1 0.000
```
Forces are in eV/Å.

Computed properties:
multiplicity: 4
net charge: -1
expectation value of S²: 3.82
gap between HOMO and LUMO (spin up / spin down): 4.780 / 4.379 eV

=====

# C2H14O5

A 5-piece molecular cluster, C2H14O5 overall (ωB97M-V/def2-TZVPD, the OMol25 dataset).

XYZ file:
```
21
Properties=species:S:1:pos:R:3:forces:R:3:mulliken_charge:R:1
C -2.5602 -1.3509 0.9246 -0.4 -0.4 0.0 -1.227
C -1.3157 -0.8059 0.3125 0.4 1.4 -0.2 0.199
O -0.5147 -0.2088 1.3430 0.0 -0.7 -0.3 -0.516
H -3.0380 -0.5459 1.4800 -0.1 -0.1 0.1 0.296
H -2.3566 -2.1805 1.5999 0.0 0.0 0.1 0.317
H -3.2498 -1.6955 0.1497 0.0 0.0 0.1 0.350
H -1.6009 0.0135 -0.3698 0.0 -0.2 -0.1 0.055
H -0.7399 -1.4972 -0.3022 0.0 -0.4 0.3 0.252
H 0.3917 -0.2373 1.0198 0.1 0.2 0.0 0.262
O 3.4671 -2.7299 0.9065 0.0 0.0 0.0 -0.649
H 2.9382 -1.9378 0.7643 0.0 0.1 0.0 0.335
H 2.8888 -3.3279 1.3880 0.0 0.0 0.0 0.314
O 0.4793 3.2384 1.0469 0.0 0.0 0.0 -0.620
H 0.8402 2.8471 0.2460 0.0 0.0 -0.1 0.320
H 0.1189 4.0834 0.7643 0.0 0.0 0.0 0.301
O 0.2456 2.0869 -2.1681 0.1 0.1 0.0 -0.633
H 0.4938 2.0936 -3.0976 0.0 0.1 0.0 0.289
H -0.7003 2.2599 -2.1507 -0.1 -0.1 0.1 0.315
O 1.5513 -0.1180 -0.9335 0.2 -0.1 0.2 -0.543
H 1.4090 -0.7292 -1.6611 0.0 0.0 0.0 0.297
H 1.2521 0.7420 -1.2625 -0.2 -0.1 0.0 0.286
```
Forces are in eV/Å.

Computed properties:
SMILES string: CCO.O.O.O.O
ΔE to the lowest compared entry with this formula, charge and spin: 19.23 kcal per mole
net charge: 0
gap between HOMO and LUMO: 9.769 eV

=====

Number 1: largest force on an atom 0.066 Eh/bohr. Number 2: largest force on an atom 0.029 Eh/bohr.